1.
{
  "formula": "C14H17N3O3Zr",
  "method": "ωB97M-V with the def2-TZVPD basis set",
  "charge": 4,
  "gap_ev": [3.41, 3.43],
  "max_force_ev_per_a": 19.04,
  "e_lumo_ha": [-0.7167, -0.7164],
  "homo_energy_ev": [-22.9, -22.9],
  "species": ["N", "C", "C", "H", "H", "H", "N", "C", "C", "H", "H", "H", "N", "C", "C", "H", "H", "H", "Zr", "C", "O", "C", "O", "C", "C", "C", "C", "C", "C", "H", "H", "H", "H", "H", "H", "O", "H", "H"],
  "xyz": [[-0.314, -2.892, 0.735], [-0.208, -3.408, 1.824], [-0.167, -4.457, 2.847], [-0.028, -4.080, 3.857], [0.654, -5.147, 2.645], [-1.085, -5.051, 2.841], [-0.369, -0.192, -2.650], [-0.567, -0.263, -3.784], [-0.787, -0.357, -5.218], [-0.084, -1.042, -5.693], [-0.662, 0.603, -5.718], [-1.787, -0.712, -5.473], [-0.870, 2.830, 0.422], [-0.893, 3.488, 1.462], [-1.067, 4.617, 2.355], [-1.941, 5.209, 2.060], [-0.205, 5.284, 2.307], [-1.202, 4.343, 3.399], [0.854, 0.088, 0.033], [-2.829, 1.129, -1.183], [-3.895, 1.660, -1.162], [-2.577, -1.789, -1.024], [-3.464, -2.520, -0.887], [2.590, -1.200, 0.110], [2.524, -0.411, 1.331], [2.379, 1.047, 1.247], [2.304, 1.690, -0.057], [2.353, 0.890, -1.274], [2.497, -0.551, -1.190], [2.749, -2.264, 0.174], [2.660, -0.908, 2.275], [2.403, 1.665, 2.127], [2.253, 2.764, -0.117], [2.323, 1.366, -2.248], [2.573, -1.130, -2.104], [-1.753, -0.087, 1.598], [-2.259, 0.653, 2.026], [-2.104, -0.864, 2.108]],
  "lowdin_charge": [0.1470, -0.1413, 0.0003, 0.1091, 0.1203, 0.1330, 0.1308, -0.1533, 0.0180, 0.1206, 0.1225, 0.1256, 0.1441, -0.1292, -0.0019, 0.1417, 0.1205, 0.1146, 1.9829, -0.0259, 0.0554, -0.0496, 0.0829, -0.0500, -0.0329, -0.0339, -0.0505, -0.0612, -0.0596, 0.1741, 0.1780, 0.1776, 0.1738, 0.1829, 0.1832, -0.1368, 0.0936, 0.0937]
}

2.
{
  "formula": "C14H17N3O4",
  "method": "ωB97M-V with the def2-TZVPD basis set",
  "smiles": "O=C1Nc2ccc([N+](=O)[O-])cc2[C@@]1(O)N1CCCCCC1",
  "gap_ev": 7.57,
  "max_force_ev_per_a": 16.79,
  "e_lumo_ha": -0.0577,
  "relative_energy_ev": 16.042,
  "homo_energy_ev": -9.1,
  "species": ["O", "C", "N", "C", "C", "C", "C", "N", "O", "O", "C", "C", "C", "O", "N", "C", "C", "C", "C", "C", "C", "H", "H", "H", "H", "H", "H", "H", "H", "H", "H", "H", "H", "H", "H", "H", "H", "H"],
  "xyz": [[1.440, -3.291, -0.719], [1.274, -2.187, -0.978], [1.369, -1.726, -2.304], [1.388, -0.187, -2.279], [1.311, 0.803, -3.373], [1.571, 2.156, -3.076], [1.616, 2.670, -1.690], [1.550, 3.880, -1.557], [1.580, 4.774, -2.479], [1.417, 4.374, -0.396], [1.357, 1.638, -0.823], [1.362, 0.312, -1.090], [1.234, -0.897, -0.021], [2.407, -0.970, 0.877], [0.173, -1.077, 0.572], [-1.140, -1.085, -0.289], [-2.552, -1.422, 0.727], [-2.896, -0.512, 1.563], [-2.404, -0.311, 2.880], [-0.675, -0.492, 3.023], [-0.098, -0.132, 1.723], [1.735, -2.118, -3.008], [1.416, 0.302, -4.497], [1.703, 2.603, -3.988], [1.329, 2.073, 0.197], [2.333, -1.901, 1.184], [-0.921, -1.982, -0.970], [-1.275, -0.051, -0.582], [-3.165, -1.910, -0.011], [-2.202, -2.285, 1.385], [-3.836, -0.610, 1.765], [-2.983, 0.394, 0.805], [-2.548, -1.033, 3.609], [-2.415, 0.591, 3.325], [-0.628, -1.546, 3.129], [-0.326, -0.070, 3.942], [1.097, 0.254, 2.089], [-0.596, 0.971, 1.334]],
  "lowdin_charge": [0.1835, -0.4279, 0.2283, -0.1050, 0.0258, 0.0615, -0.2358, -0.3391, 0.0478, 0.0544, 0.0879, -0.0985, -0.4891, 0.0218, -0.0912, 0.0365, -0.1878, -0.3831, -0.1068, -0.1345, -0.1776, 0.0443, 0.1661, 0.0815, 0.1461, 0.1160, 0.1349, 0.1005, 0.1153, 0.1504, 0.0810, 0.1844, 0.0885, 0.0703, 0.0844, 0.0979, 0.1883, 0.1790]
}

3.
{
  "formula": "C14H17N3O5",
  "method": "ωB97M-V with the def2-TZVPD basis set",
  "smiles": "CCN1CCO[C@@H](CC(=O)Nc2ccc([N+](=O)[O-])cc2)C1=O",
  "gap_ev": 8.76,
  "max_force_ev_per_a": 1.32,
  "e_lumo_ha": -0.0165,
  "relative_energy_ev": 3.504,
  "homo_energy_ev": -9.2,
  "species": ["C", "C", "N", "C", "C", "O", "C", "C", "C", "O", "N", "C", "C", "C", "C", "N", "O", "O", "C", "C", "C", "O", "H", "H", "H", "H", "H", "H", "H", "H", "H", "H", "H", "H", "H", "H", "H", "H", "H"],
  "xyz": [[3.216, -2.765, 0.814], [3.972, -1.761, -0.049], [3.106, -0.690, -0.507], [2.266, -0.927, -1.658], [0.973, -0.143, -1.484], [1.260, 1.233, -1.395], [2.132, 1.571, -0.331], [1.365, 2.162, 0.880], [0.145, 1.324, 1.205], [0.113, 0.478, 2.065], [-0.913, 1.630, 0.380], [-2.167, 1.045, 0.322], [-2.625, 0.139, 1.283], [-3.887, -0.402, 1.171], [-4.705, -0.044, 0.104], [-6.017, -0.611, -0.012], [-6.370, -1.400, 0.841], [-6.699, -0.270, -0.958], [-4.261, 0.860, -0.857], [-3.001, 1.399, -0.746], [3.068, 0.466, 0.180], [3.765, 0.684, 1.152], [2.784, -2.258, 1.673], [2.416, -3.245, 0.253], [3.898, -3.533, 1.169], [4.766, -1.297, 0.540], [4.409, -2.248, -0.925], [2.775, -0.596, -2.574], [2.056, -1.995, -1.737], [0.452, -0.501, -0.585], [0.319, -0.255, -2.351], [2.790, 2.358, -0.723], [2.046, 2.153, 1.733], [1.063, 3.186, 0.659], [-0.705, 2.267, -0.379], [-1.985, -0.134, 2.105], [-4.257, -1.103, 1.903], [-4.915, 1.123, -1.675], [-2.647, 2.100, -1.487]],
  "lowdin_charge": [-0.0628, -0.1938, -0.0518, -0.1094, -0.1674, -0.0980, -0.2024, -0.0197, -0.4550, 0.0956, 0.1325, -0.2081, 0.0140, 0.0200, -0.1626, -0.3683, 0.0775, 0.0737, 0.0070, -0.0060, -0.4103, 0.0745, 0.0813, 0.0666, 0.0742, 0.1184, 0.1230, 0.1365, 0.1285, 0.1295, 0.1352, 0.1674, 0.1274, 0.1261, 0.1436, 0.1044, 0.1225, 0.1205, 0.1159]
}

4.
{
  "formula": "C14H17N5SV",
  "method": "ωB97M-V with the def2-TZVPD basis set",
  "multiplicity": 4,
  "gap_ev": [4.72, 6.82],
  "max_force_ev_per_a": 4.45,
  "e_lumo_ha": [0.0061, 0.0053],
  "homo_energy_ev": [-4.6, -6.7],
  "species": ["V", "N", "C", "N", "S", "H", "H", "H", "H", "C", "C", "C", "N", "C", "C", "H", "H", "H", "H", "H", "C", "C", "N", "H", "H", "H", "N", "C", "C", "C", "C", "C", "C", "H", "H", "H", "H", "H"],
  "xyz": [[-0.658, 0.785, 0.866], [2.837, 1.148, -0.379], [2.764, 1.605, 0.873], [3.658, 2.518, 1.374], [1.509, 1.091, 1.977], [3.600, 1.464, -0.998], [2.238, 0.357, -0.630], [4.588, 2.674, 1.025], [3.596, 2.673, 2.397], [-4.098, -1.820, 1.108], [-4.325, -0.545, 0.612], [-3.582, 0.592, 0.924], [-2.381, 0.414, 1.589], [-2.224, -0.763, 2.284], [-2.991, -1.859, 2.010], [-4.612, -2.669, 0.805], [-5.213, -0.401, -0.032], [-3.787, 1.619, 0.609], [-1.528, -0.758, 3.133], [-2.617, -2.785, 2.442], [-0.690, 3.953, -1.961], [-0.773, 3.295, -0.690], [-0.890, 2.544, 0.217], [-1.101, 4.955, -1.786], [-1.216, 3.343, -2.719], [0.390, 4.068, -2.144], [-0.474, -0.559, -0.124], [0.437, -1.413, -0.584], [0.798, -2.623, 0.072], [1.779, -3.495, -0.434], [2.531, -3.148, -1.491], [2.190, -1.991, -2.218], [1.103, -1.198, -1.842], [0.263, -2.851, 1.029], [1.910, -4.484, 0.006], [3.450, -3.617, -1.670], [2.747, -1.682, -3.086], [0.771, -0.435, -2.566]],
  "mulliken_spin": [2.0205, 0.0133, 0.0234, 0.0016, 0.0150, 0.0000, -0.0043, 0.0004, 0.0013, 0.2708, -0.0982, 0.2255, 0.0824, 0.1977, -0.0821, 0.0278, -0.0037, 0.0206, -0.0060, -0.0110, 0.0174, 0.3816, -0.1305, 0.0137, 0.0220, 0.0135, -0.0151, 0.0350, -0.0070, 0.0109, -0.0147, 0.0100, -0.0211, -0.0051, -0.0009, -0.0015, -0.0001, -0.0029]
}

5.
{
  "formula": "C14H17N7O7PS4W",
  "method": "ωB97M-V with the def2-TZVPD basis set",
  "multiplicity": 2,
  "gap_ev": [7.54, 6.99],
  "max_force_ev_per_a": 0.90,
  "e_lumo_ha": [-0.0410, -0.0682],
  "relative_energy_ev": 0.232,
  "homo_energy_ev": [-8.7, -8.8],
  "species": ["W", "N", "C", "S", "N", "N", "C", "C", "C", "C", "C", "C", "N", "H", "H", "H", "H", "H", "H", "H", "O", "S", "O", "O", "O", "C", "C", "O", "P", "S", "S", "O", "C", "C", "H", "H", "H", "H", "H", "H", "H", "H", "H", "H", "O", "N", "C", "C", "N", "C", "N"],
  "xyz": [[0.225, -0.495, 1.020], [-2.070, -4.320, 0.061], [-1.169, -3.388, 0.423], [-1.707, -2.063, 1.389], [0.073, -3.561, 0.068], [0.879, -2.579, 0.600], [2.077, -2.955, 0.848], [2.964, -2.021, 1.484], [4.294, -2.313, 1.720], [5.087, -1.344, 2.319], [4.510, -0.134, 2.635], [3.166, 0.081, 2.362], [2.389, -0.852, 1.820], [-3.048, -4.109, 0.126], [-1.769, -5.073, -0.532], [2.371, -3.971, 0.613], [4.686, -3.275, 1.423], [6.134, -1.529, 2.515], [5.080, 0.669, 3.077], [2.718, 1.034, 2.581], [1.196, 1.010, 4.333], [0.139, 0.951, 3.375], [0.701, 1.252, 1.937], [-1.044, 1.702, 3.623], [-0.187, -0.525, 3.018], [-1.365, 3.083, -4.011], [-1.433, 1.681, -3.462], [-1.668, 1.779, -2.036], [-1.882, 0.488, -1.151], [-1.805, 1.044, 0.745], [-0.525, -0.942, -1.388], [-3.277, -0.108, -1.622], [-4.498, 0.602, -1.278], [-5.280, -0.215, -0.280], [-1.169, 3.047, -5.083], [-0.569, 3.648, -3.528], [-2.308, 3.605, -3.849], [-0.496, 1.141, -3.606], [-2.245, 1.107, -3.915], [-5.038, 0.739, -2.214], [-4.253, 1.590, -0.882], [-5.517, -1.195, -0.693], [-6.213, 0.293, -0.032], [-4.704, -0.349, 0.636], [1.760, 0.301, -0.252], [1.313, 1.440, -0.769], [2.179, 2.399, -0.796], [1.764, 3.644, -1.371], [1.451, 4.644, -1.842], [3.512, 2.245, -0.289], [4.572, 2.096, 0.128]],
  "mulliken_spin": [0.9366, -0.0040, 0.0020, -0.0151, -0.0082, -0.0428, 0.0635, 0.0225, 0.0124, 0.0006, 0.0123, 0.0103, -0.0101, 0.0013, -0.0002, -0.0029, 0.0008, 0.0000, 0.0004, 0.0008, -0.0005, -0.0006, -0.0031, 0.0028, 0.0243, -0.0004, 0.0015, -0.0017, 0.0255, -0.0061, -0.0240, 0.0008, -0.0010, 0.0019, 0.0000, 0.0004, 0.0000, -0.0002, 0.0000, -0.0001, 0.0007, -0.0004, 0.0000, -0.0006, -0.0149, 0.0145, -0.0008, 0.0024, -0.0009, 0.0007, -0.0005]
}

6.
{
  "formula": "C14H18BI2N8Pb",
  "method": "ωB97M-V with the def2-TZVPD basis set",
  "charge": 1,
  "gap_ev": [5.48, 5.48],
  "max_force_ev_per_a": 3.70,
  "e_lumo_ha": [-0.2304, -0.2304],
  "relative_energy_ev": 0.106,
  "homo_energy_ev": [-11.7, -11.7],
  "species": ["Pb", "C", "C", "N", "N", "C", "B", "N", "C", "C", "C", "N", "N", "C", "C", "C", "N", "H", "H", "H", "H", "H", "H", "H", "H", "H", "H", "C", "C", "C", "C", "N", "N", "C", "H", "H", "H", "H", "H", "H", "H", "H", "I", "I"],
  "xyz": [[-0.359, -0.127, -0.772], [0.248, 0.134, 3.599], [0.493, 1.107, 2.581], [-0.496, 1.069, 1.693], [-1.528, 0.195, 2.195], [-1.025, -0.367, 3.375], [-2.868, -0.031, 1.443], [-2.785, -1.408, 0.675], [-3.746, -2.069, 0.020], [-3.239, -3.219, -0.581], [-1.862, -3.164, -0.262], [-1.558, -2.087, 0.514], [-3.193, 1.178, 0.493], [-4.093, 2.210, 0.486], [-3.889, 2.980, -0.643], [-2.818, 2.348, -1.349], [-2.474, 1.211, -0.741], [0.932, -0.063, 4.425], [1.257, 1.903, 2.528], [-1.630, -1.055, 3.985], [-3.716, -0.084, 2.298], [-4.721, -1.707, -0.081], [-3.833, -3.838, -1.237], [-1.002, -3.763, -0.584], [-4.869, 2.370, 1.256], [-4.509, 3.897, -0.955], [-2.237, 2.794, -2.165], [5.571, -1.015, 0.825], [4.532, -0.361, -0.017], [4.561, -0.114, -1.389], [3.306, 0.556, -1.668], [2.508, 0.573, -0.517], [3.290, 0.049, 0.452], [2.753, 1.175, -2.906], [6.253, -0.264, 1.291], [6.165, -1.704, 0.174], [5.051, -1.557, 1.630], [5.385, -0.348, -2.089], [3.116, 0.221, 1.441], [3.567, 1.558, -3.535], [2.118, 2.005, -2.607], [2.196, 0.467, -3.468], [-0.484, -1.602, -3.621], [-0.367, -0.051, -6.193]],
  "lowdin_charge": [1.2354, -0.0687, -0.1764, -0.0502, -0.0393, -0.0526, -0.5728, -0.0531, -0.0739, -0.0332, -0.1824, -0.0728, -0.0119, -0.0627, -0.0600, -0.1463, -0.1135, 0.0984, 0.1207, 0.1364, 0.1149, 0.1201, 0.1047, 0.1109, 0.1422, 0.1334, 0.1173, -0.0300, -0.2982, 0.0254, -0.3044, -0.0557, -0.0022, -0.0513, 0.0972, 0.1005, 0.0831, 0.1255, 0.1489, 0.0948, 0.0791, 0.0171, 0.1354, 0.1699]
}